1.
{"formula": "C26H28F3LaN8O2S4Si", "method": "ωB97M-V with the def2-TZVPD basis set", "gap_ha": 0.2247, "charge": -2, "species": ["La", "C", "Si", "C", "C", "C", "C", "C", "C", "N", "C", "S", "H", "H", "H", "H", "H", "H", "H", "H", "H", "H", "H", "H", "C", "N", "C", "C", "N", "C", "S", "C", "C", "C", "C", "C", "N", "H", "H", "H", "H", "H", "H", "H", "H", "H", "C", "C", "N", "O", "C", "C", "N", "O", "H", "H", "H", "H", "H", "H", "H", "S", "C", "S", "C", "C", "N", "C", "N", "F", "C", "F", "F"], "coordinates": [[-1.51903, 0.25643, -0.37443], [5.40406, -0.83159, -2.37513], [4.39883, 0.63577, -1.63690], [5.30592, 2.25346, -2.14272], [4.60636, 0.46707, 0.24622], [2.72175, 0.64981, -2.48640], [2.66483, 0.60084, -3.86562], [1.44087, 0.62439, -4.52100], [0.29373, 0.65413, -3.74942], [0.30154, 0.67277, -2.42629], [1.49159, 0.70033, -1.78668], [1.44150, 0.81149, -0.09522], [6.42242, -0.84495, -1.99412], [5.46098, -0.78866, -3.45874], [4.93755, -1.77598, -2.11032], [6.32892, 2.27376, -1.77629], [4.78752, 3.11569, -1.73562], [5.33752, 2.37359, -3.22148], [5.65296, 0.32259, 0.50837], [4.03420, -0.37469, 0.61673], [4.23585, 1.34737, 0.75673], [3.58210, 0.54118, -4.44076], [1.38061, 0.60635, -5.59914], [-0.67635, 0.65762, -4.22590], [0.56382, 3.79896, 2.70392], [0.86259, 2.40960, 2.89462], [2.09556, 1.81840, 2.87094], [1.93113, 0.48292, 2.94603], [0.57195, 0.23317, 2.99077], [-0.09465, 1.44665, 2.97112], [-1.69062, 1.73173, 3.27473], [-0.04796, -1.00291, 2.99254], [0.60650, -2.13390, 3.49352], [-0.10092, -3.31386, 3.57740], [-1.44075, -3.32254, 3.21367], [-1.98320, -2.16219, 2.68762], [-1.30128, -1.03738, 2.54639], [1.48513, 4.37572, 2.75077], [-0.13094, 4.13016, 3.47831], [0.08019, 3.94503, 1.73102], [2.99294, 2.39578, 2.79541], [2.65207, -0.30213, 2.87921], [1.63690, -2.08785, 3.80730], [0.38367, -4.21181, 3.93839], [-2.03898, -4.21622, 3.30928], [-3.01101, -2.11643, 2.35990], [-4.28907, -3.85696, -0.71640], [-3.29755, -2.80498, -0.30598], [-3.65009, -1.64306, 0.11841], [-5.02172, -1.38878, 0.18849], [-1.88243, -3.08659, -0.32425], [-1.36686, -4.49653, -0.43690], [-1.07666, -2.06726, -0.18593], [0.20718, -2.24393, -0.11188], [-5.16822, -3.35457, -1.11400], [-4.58941, -4.44445, 0.15230], [-3.87022, -4.52042, -1.46784], [-5.06729, -0.42619, 0.32609], [-1.86827, -5.16155, 0.26586], [-0.30165, -4.45921, -0.20670], [-1.48990, -4.88732, -1.44678], [-1.44754, 3.19219, -0.22820], [-3.11866, 3.22932, 0.17133], [-3.94310, 1.74526, 0.40191], [-3.78623, 4.44800, 0.30152], [-5.14776, 4.54538, 0.58831], [-6.26781, 4.70188, 0.82592], [-3.14050, 5.67242, 0.14279], [-2.65903, 6.71605, 0.02068], [-4.11047, -0.65095, -2.47893], [-2.80891, -0.19354, -2.39916], [-2.79315, 0.84356, -3.32703], [-2.10305, -1.21742, -3.07237]], "forces_ev_per_a": [[0.6, 2.1, 2.0], [-0.4, 0.5, 0.2], [0.8, 0.0, -0.1], [-0.3, -0.6, 0.2], [-0.2, 0.0, -0.5], [0.2, -0.1, 0.2], [0.0, 0.0, 0.1], [0.0, 0.0, -0.1], [0.0, 0.0, -0.5], [0.0, -0.1, 0.1], [-0.1, 0.0, -0.1], [0.2, 0.3, 0.7], [0.2, 0.1, 0.1], [0.0, 0.0, -0.2], [-0.1, -0.2, 0.1], [0.2, -0.1, 0.1], [-0.2, 0.2, 0.1], [0.0, 0.0, -0.2], [0.3, 0.0, -0.1], [-0.1, -0.2, 0.0], [-0.1, 0.2, 0.1], [0.1, 0.0, -0.1], [-0.1, 0.0, -0.1], [-0.1, 0.0, 0.1], [-0.3, 0.5, -0.1], [0.0, -0.7, -0.3], [0.4, -0.5, 0.3], [0.5, 0.3, 0.1], [0.2, 0.9, -0.4], [-0.6, 0.3, 0.8], [-0.4, 0.4, 0.0], [-0.5, -0.9, 0.2], [0.0, 0.3, -0.1], [-0.2, 0.1, -0.1], [0.1, 0.0, 0.0], [0.0, -0.3, 0.3], [0.6, 0.0, -0.2], [0.1, -0.1, 0.0], [0.1, 0.0, 0.0], [0.0, 0.0, 0.2], [0.2, 0.1, -0.1], [0.2, -0.1, -0.1], [0.1, 0.1, 0.0], [0.0, 0.0, 0.0], [-0.1, 0.0, 0.0], [-0.1, -0.1, -0.1], [0.0, 0.4, 0.0], [-1.1, 0.4, 0.2], [0.2, 0.4, 0.1], [0.2, -0.4, -0.2], [0.8, -0.4, -0.1], [0.1, 0.5, 0.1], [0.5, -2.7, 0.0], [-0.4, 0.2, -0.1], [-0.1, -0.1, 0.0], [-0.1, -0.1, 0.0], [0.1, 0.0, 0.0], [0.1, -0.2, -0.1], [-0.1, -0.1, 0.0], [0.0, 0.0, 0.0], [0.0, -0.1, -0.1], [0.2, 0.4, -0.2], [0.2, 0.1, -0.1], [-0.3, -0.3, 0.0], [0.3, -0.8, 0.0], [-1.1, 0.0, 0.3], [-0.1, 0.0, 0.0], [0.7, 1.0, -0.2], [0.0, 0.1, 0.0], [0.1, 0.1, 0.0], [-1.2, -0.5, -2.1], [0.0, -0.1, 0.0], [0.0, 0.0, -0.1]]}

---

2.
{"formula": "C43H112N8O13", "method": "ωB97M-V with the def2-TZVPD basis set", "gap_ha": 0.3395, "e_above_lowest_kcal_mol": 27.7, "species": ["C", "O", "C", "C", "C", "N", "H", "H", "H", "H", "H", "H", "H", "H", "H", "H", "H", "C", "O", "C", "C", "C", "N", "H", "H", "H", "H", "H", "H", "H", "H", "H", "H", "H", "C", "O", "C", "C", "C", "N", "H", "H", "H", "H", "H", "H", "H", "H", "H", "H", "H", "C", "O", "C", "C", "C", "N", "H", "H", "H", "H", "H", "H", "H", "H", "H", "H", "H", "C", "O", "C", "C", "N", "C", "C", "O", "C", "H", "H", "H", "H", "H", "H", "H", "H", "H", "H", "H", "H", "H", "H", "H", "C", "O", "C", "C", "N", "C", "C", "O", "C", "H", "H", "H", "H", "H", "H", "H", "H", "H", "H", "H", "H", "H", "H", "H", "C", "O", "C", "C", "N", "C", "C", "O", "C", "H", "H", "H", "H", "H", "H", "H", "H", "H", "H", "H", "H", "H", "H", "H", "C", "O", "C", "C", "N", "C", "C", "O", "C", "H", "H", "H", "H", "H", "H", "H", "H", "H", "H", "H", "H", "H", "H", "H", "C", "C", "C", "O", "H", "H", "H", "H", "H", "H", "H", "H"], "coordinates": [[4.31536, 11.34852, 2.98341], [4.34635, 10.57932, 1.79684], [3.57148, 9.35319, 1.73468], [3.89569, 8.24573, 2.81126], [5.36461, 7.69855, 2.67250], [3.07240, 7.04368, 2.72873], [3.30075, 11.35429, 3.38169], [4.63119, 12.36946, 2.76888], [4.99429, 11.04396, 3.77990], [2.53479, 9.65049, 1.89271], [3.43992, 8.91711, 0.74441], [3.77840, 8.74782, 3.77160], [5.37352, 6.93344, 1.89622], [5.52376, 7.16883, 3.61175], [6.07725, 8.52232, 2.63208], [3.45003, 6.40586, 2.04266], [2.20131, 7.30785, 2.29111], [3.17697, 11.13878, 6.30983], [2.25156, 12.11666, 5.86839], [0.84837, 11.71516, 5.79227], [-0.07239, 12.68348, 4.99219], [-0.12740, 14.05504, 5.60137], [-1.42014, 12.17248, 5.11173], [4.23040, 11.37365, 6.15748], [3.07038, 10.22206, 5.72986], [3.06503, 10.75426, 7.32360], [0.83516, 10.71328, 5.36313], [0.55211, 11.66824, 6.84019], [0.23843, 12.72589, 3.94830], [-0.77311, 14.68144, 4.98592], [0.89531, 14.42960, 5.55822], [-0.45286, 14.09067, 6.64104], [-2.12450, 12.68499, 4.60055], [-1.47124, 11.38316, 4.48366], [-4.17855, 10.98416, 1.60961], [-3.86276, 9.60062, 1.45174], [-4.96931, 8.70715, 1.51209], [-4.45655, 7.26358, 1.63913], [-3.75325, 6.66107, 0.34793], [-5.50412, 6.31225, 2.00795], [-4.51022, 11.24962, 2.61342], [-5.03939, 11.31344, 1.02768], [-3.38245, 11.63989, 1.25697], [-5.54886, 8.84756, 2.42452], [-5.64666, 8.91248, 0.68315], [-3.68336, 7.25736, 2.40741], [-3.24028, 5.73012, 0.58939], [-2.85677, 7.23247, 0.10726], [-4.45223, 6.60642, -0.48666], [-5.06099, 5.41331, 2.13319], [-5.90376, 6.44338, 2.92621], [0.21452, 15.86150, -0.43286], [0.11719, 17.22937, -0.16030], [-0.65741, 17.97089, -1.09938], [-0.72688, 19.48732, -0.74391], [-1.49297, 19.82730, 0.49000], [-1.37896, 20.12830, -1.83596], [0.86526, 15.33951, 0.26869], [0.65352, 15.65453, -1.40885], [-0.73473, 15.33345, -0.34247], [-0.15625, 17.74031, -2.03947], [-1.61213, 17.45090, -1.02057], [0.26084, 19.94806, -0.72920], [-2.38370, 19.21740, 0.64080], [-1.73663, 20.87754, 0.65040], [-0.85060, 19.62690, 1.34749], [-1.31775, 21.12162, -1.66368], [-0.63095, 20.04964, -2.51003], [0.43697, 6.57342, 0.43548], [0.54502, 7.55192, 1.44954], [-0.57614, 7.56702, 2.32125], [-0.47934, 8.88590, 3.01870], [-1.66847, 9.41015, 3.60116], [-2.13343, 8.65966, 4.76100], [-3.41221, 9.30174, 5.26421], [-3.75401, 8.55543, 6.42923], [-4.80925, 9.23320, 7.13486], [0.45687, 5.61831, 0.96033], [1.28970, 6.46300, -0.23443], [-0.46631, 6.68168, -0.16491], [-0.65435, 6.78759, 3.07922], [-1.50606, 7.53693, 1.75342], [-0.36753, 9.56250, 2.17146], [0.33615, 8.95854, 3.73829], [-2.42720, 9.30859, 2.94229], [-1.38478, 8.75572, 5.54738], [-2.23288, 7.59644, 4.54245], [-4.21566, 9.36994, 4.53077], [-3.16517, 10.32408, 5.55038], [-5.16787, 8.47948, 7.83585], [-5.69007, 9.57355, 6.59041], [-4.50659, 10.05978, 7.77772], [-0.60883, 8.89091, -7.65266], [0.08653, 9.71850, -6.72547], [-0.41124, 11.06637, -6.72593], [0.11132, 11.58159, -5.32942], [-0.54919, 11.17209, -4.11514], [-1.85982, 11.89001, -4.01748], [-2.63247, 11.52140, -2.76508], [-2.77661, 10.13319, -2.71516], [-3.40642, 9.75848, -1.44691], [-1.65426, 8.77089, -7.36846], [-0.20380, 7.88779, -7.51927], [-0.57875, 9.18573, -8.70159], [-1.50079, 11.09156, -6.70729], [-0.11951, 11.61390, -7.62214], [0.24337, 12.66356, -5.33107], [1.08987, 11.11544, -5.44457], [-0.75049, 10.18314, -4.15444], [-2.45258, 11.67278, -4.90605], [-1.66364, 12.95972, -4.09048], [-3.61411, 11.99499, -2.77858], [-2.10766, 11.82292, -1.85858], [-3.87315, 8.78320, -1.58508], [-4.12559, 10.50060, -1.10026], [-2.56321, 9.63884, -0.76661], [4.29823, 8.58955, -1.99713], [3.44560, 7.99064, -2.97714], [3.08132, 8.92811, -3.94234], [2.22840, 8.27148, -5.06127], [2.95163, 7.10328, -5.55191], [2.15173, 6.41097, -6.62124], [2.88865, 5.11534, -7.06188], [3.87085, 5.49411, -7.99924], [4.69371, 4.46899, -8.39071], [4.44715, 7.98166, -1.10472], [4.16203, 9.61531, -1.65457], [5.28879, 8.75426, -2.42113], [3.94546, 9.46389, -4.33517], [2.43684, 9.68341, -3.49259], [2.20927, 9.00390, -5.86830], [1.18774, 8.19151, -4.74707], [3.08473, 6.52389, -4.73539], [2.01731, 7.06129, -7.48560], [1.18757, 6.13697, -6.19296], [2.14743, 4.50630, -7.57933], [3.29568, 4.59498, -6.19489], [4.09636, 3.78003, -8.98787], [5.26937, 4.01507, -7.58407], [5.38965, 4.91592, -9.10067], [-7.51010, 13.57033, 5.11784], [-6.58951, 12.53876, 4.68891], [-5.30196, 12.53856, 5.32726], [-4.38265, 13.72900, 5.09242], [-3.99234, 13.77889, 3.65409], [-3.50266, 15.07170, 3.30179], [-3.01004, 15.17902, 1.80259], [-3.99963, 14.69661, 0.93404], [-3.53006, 14.55657, -0.38468], [-7.64049, 13.64752, 6.19726], [-8.46804, 13.37364, 4.63644], [-7.11039, 14.51101, 4.73909], [-4.89117, 11.61368, 4.92238], [-5.55196, 12.46154, 6.38540], [-3.58176, 13.67132, 5.82954], [-4.90305, 14.64182, 5.38234], [-4.83665, 13.60192, 3.12879], [-2.64908, 15.32257, 3.93153], [-4.29075, 15.81898, 3.39445], [-2.10333, 14.57775, 1.73562], [-2.75632, 16.20991, 1.55565], [-4.33732, 14.59969, -1.11582], [-3.09147, 13.57018, -0.53558], [-2.80433, 15.33138, -0.63186], [0.85042, 10.42059, -0.83812], [0.28253, 11.77971, -0.42497], [0.84297, 12.46006, 0.77866], [0.38266, 12.65871, -1.56823], [0.76976, 9.69507, -0.02868], [1.91808, 10.49902, -1.04320], [0.31757, 10.07124, -1.72249], [-0.74433, 11.53249, -0.15563], [1.75232, 12.94155, 0.41899], [1.16367, 11.79062, 1.57684], [0.02502, 13.09667, 1.11599], [0.27798, 12.10774, -2.34739]], "forces_ev_per_a": [[-0.5, -0.2, 0.0], [0.6, -1.2, -0.9], [-0.9, 0.2, 1.7], [1.9, 0.1, -1.5], [-1.4, 0.8, 1.4], [-0.7, 0.7, -0.1], [-0.2, 0.2, 0.2], [-0.2, 0.0, -0.4], [0.1, -0.7, 0.0], [-0.5, 0.1, 0.5], [1.2, 0.3, -0.4], [0.0, -0.2, 0.2], [0.5, 0.5, -0.4], [0.3, -0.1, 0.0], [0.2, -0.3, -0.5], [0.5, -0.1, 0.0], [-0.6, 0.0, 0.4], [-0.6, -1.2, -0.5], [0.1, 0.6, -0.4], [1.3, 0.1, 0.5], [-0.1, -0.1, 1.2], [1.4, 0.6, -0.4], [-0.6, -1.6, -0.5], [-0.3, 1.0, 0.0], [-0.3, -0.3, -0.5], [-0.3, 0.6, 0.5], [-0.3, -0.2, -0.1], [-0.7, -0.1, 0.0], [0.4, 0.1, -0.1], [0.0, 0.2, 0.1], [0.0, 0.6, 0.1], [-0.1, -0.3, -0.1], [0.1, 1.3, 0.1], [0.2, -1.2, 0.2], [-0.9, 0.1, -0.2], [0.1, 0.3, 0.1], [0.1, -0.3, 0.5], [1.0, -0.9, -1.3], [0.2, 1.1, 1.3], [-0.3, -0.2, -0.1], [0.6, -0.2, 0.4], [-0.3, -0.4, -0.6], [0.4, -0.4, 0.4], [-0.2, 0.5, 0.3], [0.0, -0.3, -0.3], [0.2, 0.4, 0.2], [-0.8, -0.6, 0.0], [-0.4, 0.7, -0.4], [0.2, -0.2, 0.0], [0.1, -0.3, -0.4], [-0.1, 0.8, 0.2], [0.2, -0.5, -0.1], [0.8, 0.7, 1.2], [0.7, -0.9, 1.4], [0.0, -0.7, 0.2], [0.5, -0.7, 2.0], [0.0, 0.5, -2.0], [0.1, 0.6, 0.3], [-0.2, 0.1, -0.4], [-0.3, 0.1, -0.3], [-0.4, 0.6, -0.7], [-0.7, 0.7, -0.7], [0.6, -0.7, 0.8], [-0.1, 0.1, -0.3], [-0.1, 0.1, -0.7], [0.0, -0.3, 0.2], [-0.5, 0.4, 0.3], [-0.4, -0.1, -1.3], [0.1, -1.2, 0.6], [-0.2, -0.1, -0.5], [-0.1, 0.0, 0.3], [-0.1, 1.4, -1.1], [-1.2, -0.5, 1.0], [0.2, 0.6, -0.1], [1.2, -0.5, 0.9], [-1.6, 1.5, -0.3], [0.0, -1.4, 1.2], [-0.6, -0.5, -0.2], [0.3, 1.0, 0.1], [-0.1, 0.1, 0.1], [0.6, -0.8, -0.3], [-0.1, 0.1, -0.2], [1.0, 0.3, 0.0], [0.2, -0.1, -0.2], [-0.1, 0.4, -0.6], [0.0, -0.1, 0.2], [-0.4, -0.3, 0.1], [-0.3, -0.4, -0.2], [0.0, 0.2, 0.0], [-0.2, 0.0, 0.0], [0.3, -0.1, -0.8], [0.7, 0.3, -0.3], [-0.1, -0.7, 0.9], [-1.0, 0.4, -1.3], [-0.6, -0.4, 1.9], [1.1, 0.0, -2.1], [-1.1, 0.8, -0.1], [0.6, -0.5, -0.2], [0.5, 0.2, -0.2], [-1.3, -0.8, 0.6], [1.4, -0.3, -1.3], [-0.3, 0.4, 0.1], [0.3, 0.1, -0.3], [0.4, 0.3, 0.0], [-0.3, -0.4, -0.2], [0.5, 0.2, 0.2], [0.0, 0.0, 0.0], [0.5, 0.3, 1.0], [0.0, -0.3, 0.1], [-0.4, -0.2, 0.0], [0.1, 0.1, 0.4], [-0.2, 0.3, 0.0], [0.2, 0.5, 0.0], [-0.1, 0.2, 0.0], [0.0, 0.0, -0.1], [-0.3, 0.1, 0.5], [1.4, -0.1, -0.3], [0.3, 0.3, 1.5], [-1.4, 0.3, -0.8], [2.1, 1.1, 0.1], [-1.4, 0.2, -0.9], [1.6, -0.8, 1.6], [-0.9, 1.6, -0.6], [-0.4, 1.1, 1.1], [0.5, 0.0, -1.3], [-0.4, -0.4, -0.3], [-1.5, 0.1, -0.1], [0.4, -0.6, -0.4], [0.3, -0.3, -0.3], [-0.1, 0.3, 0.3], [-0.1, 0.0, -0.1], [-0.2, -0.7, 0.2], [0.1, -0.6, -0.2], [0.1, 0.1, 0.1], [-0.4, -0.1, -0.2], [-0.1, -0.5, 0.1], [0.2, -0.1, 0.0], [0.1, -0.8, 0.2], [-0.2, -0.3, 0.2], [0.3, -0.1, 0.1], [1.1, -0.3, -0.9], [-0.6, 0.7, -0.1], [-1.1, -0.1, 0.1], [-1.0, -0.2, -0.8], [0.2, -0.8, 1.4], [0.4, 1.0, -2.0], [-0.1, -0.7, 1.7], [-0.6, 0.0, 0.0], [0.0, -0.3, -0.3], [0.1, -0.3, 0.2], [0.1, -0.1, 0.1], [-0.3, 0.3, 0.1], [0.4, 0.1, 0.4], [0.6, -0.2, 0.4], [0.5, -0.3, -0.5], [-0.3, 0.3, 0.0], [-0.1, -0.2, -0.2], [-0.1, 0.2, 0.1], [-0.1, 0.4, 0.4], [0.3, -0.2, -0.2], [0.1, 0.2, 0.1], [-0.3, 0.3, 0.3], [0.5, -0.1, 0.1], [0.0, 0.0, -0.1], [0.6, 0.3, 0.6], [-0.2, -1.5, -1.1], [0.6, -0.1, -0.3], [-0.2, 0.2, 1.3], [-0.3, -0.1, 0.0], [0.1, 0.1, -0.3], [0.1, -0.1, 0.0], [-0.7, 0.3, -0.4], [-0.1, 0.7, 0.4], [-0.3, -0.2, 0.0], [0.6, 0.6, 0.4], [-0.2, -0.3, -0.6]]}

---

3.
{"formula": "CH2N2O2", "method": "ωB97M-V with the def2-TZVPD basis set", "gap_ha": [0.2618, 0.3704], "multiplicity": 3, "e_above_lowest_kcal_mol": 87.7, "species": ["C", "N", "N", "O", "O", "H", "H"], "coordinates": [[1.15229, -0.21550, 0.45437], [0.61424, 0.36072, -0.54552], [-0.61371, 0.76058, 0.01712], [1.23795, -0.58215, 1.53432], [-1.51510, -0.19817, -0.41487], [1.08221, 0.31333, -1.37945], [-1.95788, -0.43880, 0.33403]], "forces_ev_per_a": [[6.6, -1.5, -4.4], [-2.2, 0.7, 4.0], [-2.9, 0.7, -1.6], [-1.7, -0.7, 4.8], [2.3, 1.3, -3.2], [0.3, 0.3, -3.0], [-2.5, -0.7, 3.3]]}